No. 1
# C5H7ClN8S

A single C5H7ClN8S molecule at a distorted geometry (ωB97M-V with the def2-TZVPD basis set, OMol25).

As for the SMILES: Cn1nnc(S[C@H](Cl)C2(C)N=NN=N2)n1. As for the relative energy (zero: lowest compared OMol25 entry of this formula, charge and spin): 17.17 kcal/mol. As for the spin multiplicity: 1.

Last column: Löwdin charge in e.
Positions of all 22 atoms, in Å:
1 C 3.997 1.137 -0.547  -0.002
2 N 2.550 1.180 -0.642  -0.265
3 N 1.865 0.824 -1.653  0.050
4 N 0.633 0.807 -1.321  0.009
5 C 0.568 1.308 -0.090  -0.687
6 S -0.924 1.591 0.818  0.959
7 C -2.031 0.601 -0.182  -0.913
8 Cl -3.781 0.876 -0.083  0.635
9 C -1.803 -0.942 0.354  -0.632
10 C -2.101 -1.112 1.846  -0.042
11 N -0.384 -1.288 -0.020  0.056
12 N -0.431 -2.199 -0.810  0.025
13 N -1.795 -2.569 -1.042  0.032
14 N -2.546 -1.803 -0.483  0.046
15 N 1.784 1.511 0.390  0.116
16 H 4.227 0.656 0.402  0.085
17 H 4.256 0.382 -1.436  0.135
18 H 4.443 2.117 -0.766  0.087
19 H -1.749 0.585 -1.295  0.093
20 H -1.506 -0.638 2.516  0.022
21 H -2.147 -2.257 2.118  0.136
22 H -3.126 -0.765 1.925  0.055


No. 2
# C5H7ClN8S

A single C5H7ClN8S molecule at a distorted geometry (ωB97M-V with the def2-TZVPD basis set, OMol25).

As for the SMILES: Cc1nnnn1[C@@H](Cl)Sc1nnn(C)n1. As for the relative energy (zero: lowest compared OMol25 entry of this formula, charge and spin): 1.51 kcal/mol. As for the spin multiplicity: 1.

Last column: Löwdin charge in e.
Positions of all 22 atoms, in Å:
1 C -2.165 -2.781 1.102  -0.003
2 C -1.636 -2.347 -0.225  -0.317
3 N -1.238 -3.028 -1.298  0.065
4 N -0.950 -2.114 -2.241  -0.051
5 N -1.124 -0.951 -1.861  0.015
6 N -1.550 -0.972 -0.543  -0.143
7 C -1.938 0.310 -0.041  -0.936
8 Cl -3.635 0.396 0.516  0.596
9 S -0.863 0.900 1.380  0.890
10 C 0.730 1.068 0.658  -0.650
11 N 1.305 0.221 -0.234  0.006
12 N 2.403 0.707 -0.642  0.074
13 N 2.515 1.949 -0.025  -0.249
14 C 3.670 2.791 0.000  -0.029
15 N 1.550 2.162 0.755  0.085
16 H -1.801 -3.768 1.143  0.075
17 H -3.248 -2.805 0.900  0.090
18 H -2.154 -1.914 1.753  0.060
19 H -1.830 1.079 -0.946  0.130
20 H 4.350 2.294 -0.610  0.052
21 H 3.591 3.729 -0.626  0.105
22 H 4.018 3.074 1.084  0.136


No. 3
# C5H7ClNOS

2 unconnected molecules or ions with the total composition C5H7ClNOS (ωB97M-V with the def2-TZVPD basis set, OMol25).

As for the relative energy (zero: lowest compared OMol25 entry of this formula, charge and spin): 0.00 kcal/mol. The charge is +1. As for the spin multiplicity: 1.

Last column: Löwdin charge in e.
Positions of all 16 atoms, in Å:
1 Cl -3.178 0.784 1.394  0.381
2 S -2.832 0.093 -0.438  0.821
3 C -1.149 -0.512 -0.351  -0.586
4 C -0.173 0.327 0.143  -0.080
5 C 1.130 -0.144 0.177  -0.018
6 C 1.353 -1.432 -0.291  0.000
7 C 0.274 -2.178 -0.758  -0.091
8 N -0.972 -1.737 -0.796  0.071
9 H -3.459 -1.109 -0.450  0.016
10 H -0.413 1.321 0.486  0.090
11 H 1.930 0.457 0.566  0.113
12 H 2.341 -1.852 -0.293  0.121
13 H 0.443 -3.183 -1.102  0.125
14 O 1.245 3.273 0.558  -0.048
15 H 1.786 2.981 -0.183  0.043
16 H 1.674 2.910 1.339  0.042


No. 4
# C5H7ClO2

A single C5H7ClO2 molecule at a distorted geometry (ωB97M-V with the def2-TZVPD basis set, OMol25).

As for the SMILES: O[C@@H]1C=CO[C@@H]1CCl. As for the relative energy (zero: lowest compared OMol25 entry of this formula, charge and spin): 20.74 kcal/mol. As for the spin multiplicity: 1.

Last column: Löwdin charge in e.
Positions of all 15 atoms, in Å:
1 O -0.009 1.835 -0.373  -0.060
2 C 0.700 0.776 0.214  -0.348
3 C 1.514 0.074 -0.799  -0.030
4 C 1.210 -1.222 -0.823  -0.091
5 O 0.210 -1.597 0.061  -0.074
6 C -0.156 -0.389 0.794  -0.305
7 C -1.644 -0.149 0.751  -0.492
8 Cl -2.273 -0.231 -0.910  0.617
9 H -0.439 1.600 -1.206  0.065
10 H 1.214 1.390 1.008  0.168
11 H 2.167 0.581 -1.513  0.120
12 H 1.574 -1.983 -1.444  0.111
13 H 0.091 -0.579 1.836  0.150
14 H -2.212 -0.932 1.323  0.099
15 H -1.945 0.825 1.078  0.070


Number 1: HOMO level -9.41 eV. Number 2: HOMO level -9.57 eV. Number 3: HOMO level -14.46 eV. Number 4: HOMO level -9.01 eV.